Entry 1:
9
Properties=species:S:1:pos:R:3 method="wB97M-V/def2-TZVPD" e_tot_ev=-6253.927 homo_lumo_gap_ev=8.8 lumo_energy_ev=0.01
C 1.62 0.26 0.29
C 0.25 -0.05 0.68
O -0.58 0.89 0.10
C -1.51 -0.03 -0.13
C -2.44 -0.64 -0.57
H 1.82 -0.36 -0.59
H 2.27 -0.09 1.07
H 1.78 1.30 -0.01
H -3.22 -1.29 -0.84

---

Entry 2:
16
Properties=species:S:1:pos:R:3 method="wB97M-V/def2-TZVPD" total_charge=+2 e_tot_ev=-26414.030 homo_lumo_gap_ev=7.2 lumo_energy_ev=-9.97
O -4.63 0.04 -0.30
C -3.55 0.40 -0.23
Hg -0.88 1.24 -0.04
C -1.22 2.42 1.82
C -0.90 2.27 -2.01
O -1.48 3.04 2.74
O -1.00 2.81 -3.00
C 1.30 -2.39 1.07
S 0.50 -1.00 0.32
C 1.71 -0.34 -0.79
H 0.65 -2.69 1.89
H 2.30 -2.00 1.36
H 1.29 -3.06 0.19
H 2.58 0.03 -0.22
H 1.99 -1.22 -1.38
H 1.35 0.46 -1.44